# 1
The following is a quantum chemistry calculation of C23H39Cl2N4O4Sr as an isolated structure at a distorted geometry, from the OMol25 dataset.

HOMO = -0.034 hartree
energy above the lowest of the compared OMol25 structures with the same formula, charge and spin = 1.738 eV
charge = -1

The geometry in XYZ format:
```
73
Properties=species:S:1:pos:R:3:forces:R:3
O 0.6494 1.5700 -2.2170 0.13 0.97 -1.43
C 0.2660 1.6634 -3.3818 0.48 -0.59 0.58
C 0.9747 2.4779 -4.3674 1.58 0.88 -0.29
C 1.6363 3.6530 -3.9419 -0.55 -0.27 -0.31
H 1.6089 3.9383 -2.8792 -0.05 -0.23 -0.59
C 2.2285 4.4717 -4.8934 -0.14 0.16 -0.28
H 2.6348 5.4314 -4.5893 0.07 -0.07 -0.05
C 2.2499 4.1111 -6.2470 0.08 -0.55 0.09
H 2.6718 4.7884 -6.9930 -0.04 -0.21 0.25
C 1.7607 2.8555 -6.6409 -0.45 0.13 0.36
H 1.8227 2.5176 -7.6750 0.07 0.18 0.20
C 1.0916 2.0528 -5.7096 -0.21 0.04 0.73
H 0.6612 1.0656 -5.9503 0.23 0.66 -0.08
H -0.6658 1.1212 -3.6949 -0.45 -0.34 0.36
C -3.1615 1.7968 -3.7065 -0.93 -0.21 0.80
C -2.4318 0.6157 -3.2089 1.76 -0.43 -0.28
H -4.2672 1.7151 -3.6129 -0.16 0.31 -0.43
H -2.8574 2.1255 -4.7141 -0.25 -0.13 0.22
H -2.8785 2.5914 -2.9946 -0.03 0.07 -0.29
C -2.7437 -0.3197 -2.3195 -0.72 0.42 -0.12
C -4.1089 -0.6349 -1.7172 0.00 0.07 0.21
H -1.9376 -0.9424 -1.9020 -0.08 -0.36 -0.22
H -4.9491 -0.3089 -2.3407 0.14 0.01 -0.06
H -4.2508 -0.1671 -0.7383 -0.06 0.13 0.26
H -4.2072 -1.7103 -1.5529 -0.12 -0.17 -0.03
Sr 0.6872 0.2876 -0.2562 -1.34 -0.44 -1.01
Cl -1.0303 2.6683 -0.1207 0.09 0.17 0.63
Cl 1.3583 -1.1911 -2.9338 0.38 -0.07 0.02
C -1.9260 0.3751 1.9824 1.20 0.07 -0.84
O -0.8874 -0.2966 1.8133 -1.11 0.50 0.35
N -2.8154 0.1881 2.9590 -0.39 -0.57 0.76
C -2.7916 -0.9766 3.8305 -0.03 0.19 0.16
C -3.7594 1.2346 3.3073 -0.05 -0.10 -0.27
H -2.1633 1.2184 1.3012 0.20 -0.19 0.26
H -2.1298 -1.7469 3.4374 0.03 0.21 -0.08
H -3.8031 -1.3865 3.9239 0.07 0.05 -0.14
H -2.4769 -0.7002 4.8448 0.12 -0.03 -0.08
H -3.6807 2.0307 2.5664 -0.05 0.00 0.08
H -3.5358 1.6413 4.3019 0.03 -0.03 -0.12
H -4.7859 0.8531 3.3179 0.11 0.00 -0.04
H -0.0230 -5.6367 0.7741 -0.13 0.10 -0.06
H 1.8427 -5.8092 -1.3271 -0.09 -0.02 -0.02
C -0.5431 -4.9690 0.0720 0.09 -0.06 -0.28
C 1.0637 -5.2003 -1.8018 0.08 0.42 0.20
N 0.4088 -4.3364 -0.8301 -0.47 -0.74 0.56
H -1.0922 -4.2048 0.6235 0.12 -0.07 -0.11
C 0.7929 -3.0778 -0.6543 0.89 1.18 -0.31
O 0.3894 -2.2934 0.2246 0.07 -0.76 -0.22
H 1.5205 -4.5808 -2.5735 -0.06 -0.03 -0.02
H 1.5159 -2.7063 -1.4198 -0.37 -0.44 0.41
H -1.2312 -5.5669 -0.5376 -0.01 0.09 0.25
H 0.3206 -5.8609 -2.2454 0.01 0.02 -0.11
C 1.3301 2.5700 2.8225 -0.39 0.57 -0.59
N 1.8210 1.3037 3.3651 0.18 0.10 -0.56
C 1.6959 1.0623 4.7804 0.42 0.44 0.29
C 1.7008 -0.4164 5.0988 -0.89 0.18 0.50
C 2.7895 -1.1516 4.3908 0.50 0.27 -0.60
N 2.8363 -0.7656 2.9894 0.02 0.26 -0.12
C 3.4137 -1.6817 2.0414 0.11 -0.58 -0.58
C 2.3896 0.4169 2.5051 -0.41 0.62 -0.58
O 2.4743 0.6892 1.2700 0.37 -0.37 1.77
H 1.0370 3.2377 3.6605 0.16 -0.53 -0.47
H 0.4483 2.4160 2.1437 0.66 0.22 0.57
H 2.1061 3.0984 2.2241 -0.44 -0.47 0.42
H 2.5327 1.5397 5.3218 -0.12 0.02 -0.11
H 0.7800 1.5667 5.1268 0.21 -0.39 -0.04
H 0.7256 -0.8302 4.8442 -0.02 -0.13 -0.10
H 1.8495 -0.5229 6.1706 -0.14 -0.11 0.17
H 2.6265 -2.2287 4.4121 -0.01 0.01 0.20
H 3.7556 -0.9290 4.8626 0.02 -0.14 0.02
H 4.2645 -1.2562 1.4967 -0.06 -0.03 0.27
H 3.7243 -2.5720 2.5965 0.08 0.13 -0.21
H 2.6770 -1.9821 1.2855 0.08 0.00 0.19
```
Forces are in eV/Å.

# 2
The following is a quantum chemistry calculation of C23H39Cl2N6O3Ru as an isolated structure at a distorted geometry, from the OMol25 dataset.

HOMO (alpha / beta) = -0.198 / -0.288 hartree
energy above the lowest of the compared OMol25 structures with the same formula, charge and spin = 0.000 eV
charge = 0
⟨S²⟩ = 8.796
2S+1 = 6

The geometry in XYZ format:
```
74
Properties=species:S:1:pos:R:3:forces:R:3
O 0.5131 1.7240 -1.8936 0.75 0.73 -0.37
C 0.0215 1.5625 -3.0694 1.23 0.66 -3.04
C 0.6449 2.4574 -4.0472 -0.44 -0.60 -0.18
C 1.2776 3.6213 -3.5655 0.21 0.00 -0.04
H 1.1348 3.8805 -2.5082 0.23 -0.07 -0.56
C 2.0839 4.3732 -4.4098 -0.46 -0.06 -0.04
H 2.6092 5.2285 -3.9923 -0.11 0.01 -0.25
C 2.2003 4.0334 -5.7648 0.25 -0.15 0.21
H 2.7898 4.6604 -6.4319 -0.04 -0.21 0.15
C 1.5929 2.8688 -6.2489 -0.35 -0.02 -0.05
H 1.7470 2.5684 -7.2914 -0.14 0.17 0.39
C 0.7949 2.0899 -5.4129 0.01 0.50 0.56
H 0.2865 1.1906 -5.7602 0.27 0.14 -0.05
H -0.5167 0.6574 -3.4415 0.73 0.41 0.56
C -2.7107 1.8889 -2.4944 -0.17 0.29 -0.40
C -1.9285 0.7514 -1.9442 -1.95 -1.09 0.14
H -3.7715 1.8552 -2.1832 0.30 -0.15 0.09
H -2.7086 1.7802 -3.5959 -0.04 0.32 0.43
H -2.3112 2.8646 -2.2011 -0.03 -0.21 -0.18
C -2.3776 -0.5130 -1.7987 0.11 0.05 0.23
C -3.8365 -0.8812 -1.6440 -0.27 -0.17 0.41
H -1.6854 -1.3532 -1.6626 -0.12 0.49 -0.25
H -4.4339 -0.7009 -2.5494 0.23 0.13 0.15
H -4.3046 -0.3387 -0.8054 0.09 -0.06 -0.36
H -3.9216 -1.9484 -1.4053 0.02 0.23 -0.08
Ru -0.2534 1.0409 -0.2954 -0.44 -1.75 1.10
Cl -1.1305 3.0530 0.2964 -0.23 0.82 0.47
Cl 0.6492 -1.0002 -1.1770 -0.08 -0.44 -0.04
C -2.4847 0.6647 2.0727 1.18 -0.84 -0.64
O -1.5701 0.0852 1.4263 -1.50 0.74 0.99
N -2.9952 0.1967 3.2179 -0.11 0.13 -0.01
C -2.5702 -1.0652 3.8172 -0.02 0.00 0.17
C -4.0086 0.9601 3.9388 -0.08 0.03 -0.07
H -2.9153 1.6191 1.7279 0.17 -0.22 0.06
H -1.8743 -1.5849 3.1558 -0.09 0.12 0.03
H -3.4519 -1.6964 3.9984 0.20 0.14 -0.13
H -2.0964 -0.8752 4.7938 -0.06 -0.03 -0.33
H -4.1981 1.8953 3.4029 0.02 -0.16 0.16
H -3.6790 1.1942 4.9603 0.06 -0.05 -0.27
H -4.9503 0.3998 4.0142 0.22 0.04 -0.09
H -0.9141 -6.4578 1.3250 -0.09 0.15 -0.05
H 1.2210 -6.5221 -0.5158 -0.15 0.17 -0.09
C -1.2932 -5.7210 0.6023 0.03 -0.14 -0.08
C 0.5753 -5.7773 -1.0080 0.02 0.16 0.18
N -0.2036 -5.0155 -0.0417 0.07 -0.06 0.11
H -1.9382 -5.0065 1.1147 0.10 -0.11 -0.08
C 0.2045 -3.8183 0.4450 -0.34 0.53 0.70
O -0.3498 -3.2090 1.3663 0.59 -0.80 -0.99
H 1.2009 -5.0974 -1.5944 -0.13 -0.15 0.06
H 1.0935 -3.4150 -0.0850 -0.33 -0.12 0.19
H -1.8474 -6.2612 -0.1720 -0.09 0.09 0.18
H -0.1155 -6.3141 -1.6694 0.21 0.19 0.01
C 1.4799 1.9098 2.1806 0.32 -0.19 0.18
N 1.3870 0.7977 1.1689 1.07 0.01 1.54
C 1.2987 -0.4964 1.9530 0.16 -0.16 0.20
N 2.4271 -0.6864 2.8714 -0.08 0.40 -0.22
C 2.4505 0.4407 3.8255 0.22 0.00 -0.58
N 2.6079 1.7341 3.1244 -0.21 -0.22 -0.43
C 3.8631 1.6942 2.3364 -0.42 -0.37 -0.02
N 3.8564 0.5884 1.3561 -0.55 0.15 0.08
C 2.7156 0.7853 0.4450 0.19 -0.12 0.11
C 3.6797 -0.6872 2.0869 -0.38 0.49 0.08
H 0.5363 1.9444 2.7392 0.19 0.02 -0.14
H 1.6229 2.8505 1.6343 -0.15 -0.18 0.15
H 1.2639 -1.3236 1.2401 -0.08 0.25 0.20
H 0.3676 -0.4883 2.5322 0.26 0.03 -0.26
H 3.2995 0.2985 4.5079 -0.22 0.10 -0.09
H 1.5106 0.4527 4.3966 0.26 -0.02 -0.15
H 3.9625 2.6467 1.7963 0.08 -0.25 0.18
H 4.7097 1.5444 3.0178 -0.16 0.15 -0.11
H 2.6805 -0.0253 -0.2894 0.07 0.29 0.18
H 2.8158 1.7552 -0.0645 0.02 -0.30 0.07
H 4.5226 -0.8097 2.7776 -0.10 -0.06 -0.18
H 3.6474 -1.5190 1.3686 0.05 0.25 0.20
```
Forces are in eV/Å.

# 3
The following is a quantum chemistry calculation of C23H39F6GeN6OSSbSeTi as an isolated structure, from the OMol25 dataset.

HOMO (alpha / beta) = -0.627 / -0.626 hartree
energy above the lowest of the compared OMol25 structures with the same formula, charge and spin = 0.604 eV
charge = +3
⟨S²⟩ = 0.762
2S+1 = 2

The geometry in XYZ format:
```
80
Properties=species:S:1:pos:R:3:forces:R:3
Ti -0.8924 1.6272 1.4797 0.27 0.05 -0.43
N 2.6053 -0.2366 3.4809 0.00 0.02 0.01
C 1.6750 0.5836 2.9838 0.00 -0.01 -0.06
S 1.2565 0.4196 1.2343 -0.11 0.02 0.08
N 1.0825 1.4426 3.7457 0.01 -0.02 0.04
N 0.1799 2.2502 3.0802 -0.09 0.06 0.03
C -0.0574 3.4089 3.6408 0.08 0.04 -0.01
C -0.7770 4.4689 3.0176 -0.01 -0.01 -0.03
C -1.0556 5.6411 3.7399 0.01 -0.01 0.01
C -1.6455 6.7167 3.1131 -0.01 0.02 -0.02
C -1.9404 6.6519 1.7513 0.00 0.02 0.03
C -1.6555 5.5169 1.0038 0.00 -0.04 -0.06
C -1.0941 4.4323 1.6423 0.08 0.09 0.07
O -0.7997 3.2924 0.9498 -0.09 -0.02 0.06
H 3.2451 -0.7235 2.8760 -0.04 0.03 0.03
H 2.8950 -0.0922 4.4393 0.00 0.00 0.00
H 0.3847 3.5737 4.6208 0.01 -0.01 0.00
H -0.8055 5.6883 4.7924 0.00 0.00 0.00
H -1.8703 7.6139 3.6723 0.00 0.00 0.00
H -2.3994 7.5024 1.2647 0.00 0.00 0.00
H -1.8811 5.4662 -0.0521 -0.01 0.01 0.00
C -1.3744 -5.9208 -1.5583 0.01 0.00 -0.01
C -1.0205 -4.4402 -1.6130 0.02 -0.04 0.02
C -0.0717 -4.0394 -0.4859 -0.12 0.06 0.04
C 0.3066 -2.5477 -0.5832 0.03 -0.12 0.08
Ge 1.4300 -2.0891 0.9279 0.01 -0.02 0.01
C 3.3490 -2.2057 0.6269 -0.01 0.05 -0.02
C 3.7004 -3.6576 0.2696 0.03 -0.01 0.04
C 3.3144 -4.6406 1.3704 -0.01 -0.03 -0.07
C 3.6827 -6.0771 1.0265 0.00 0.00 -0.02
H -2.0702 -6.1856 -2.3525 0.00 -0.01 0.00
H -1.8413 -6.1774 -0.6065 -0.01 0.01 0.00
H -0.4858 -6.5435 -1.6750 -0.01 0.02 0.00
H -1.9288 -3.8347 -1.5395 -0.02 0.01 0.01
H -0.5559 -4.2015 -2.5753 0.01 -0.01 0.00
H 0.8225 -4.6632 -0.5299 0.10 -0.04 0.00
H -0.5564 -4.2436 0.4752 0.04 0.01 -0.05
H -0.5994 -1.9422 -0.5939 -0.05 0.05 0.07
H 0.8637 -2.3595 -1.5033 0.02 -0.01 0.01
H 0.8485 -2.3976 2.3085 0.05 0.00 -0.02
H 3.9232 -1.8915 1.5012 0.00 -0.04 -0.03
H 3.5912 -1.5199 -0.1889 0.02 0.00 0.02
H 4.7751 -3.7165 0.0856 0.00 0.01 -0.01
H 3.2164 -3.9360 -0.6716 -0.01 -0.02 0.00
H 2.2295 -4.5870 1.5580 -0.05 0.00 0.00
H 3.7945 -4.3433 2.3076 0.00 0.00 0.01
H 3.2043 -6.3958 0.0979 0.00 0.01 0.02
H 3.3785 -6.7630 1.8148 0.00 0.00 0.00
H 4.7605 -6.1763 0.8952 0.00 0.00 0.00
Se -1.4657 -0.3111 3.4629 -0.08 -0.02 0.14
C -1.9560 -1.6691 2.3734 -0.02 -0.02 -0.06
N -2.2527 -2.5264 1.6569 0.07 0.00 -0.03
C -1.5288 2.2308 -3.9636 -0.02 0.01 0.03
C -1.5366 2.2176 -2.4173 0.00 0.01 -0.02
N -0.3001 1.6237 -1.8897 0.00 0.02 0.06
C -0.1185 0.2989 -2.4922 0.03 0.05 -0.04
C 0.1217 0.4129 -4.0175 0.00 -0.02 0.02
N -0.1480 1.8380 -4.4040 0.01 0.00 -0.01
C 0.8694 2.7458 -3.7728 0.01 0.01 0.04
C 0.8384 2.4786 -2.2490 0.00 0.01 0.01
H -1.7456 3.2126 -4.3793 0.01 0.00 0.00
H -2.2218 1.5103 -4.3941 0.01 0.00 -0.01
H -2.3893 1.6427 -2.0641 0.02 0.00 -0.02
H -1.6297 3.2281 -2.0231 0.00 -0.01 0.00
H -1.0042 -0.3009 -2.2846 0.00 0.01 -0.01
H 0.7366 -0.1889 -2.0264 -0.01 0.02 -0.01
H -0.5449 -0.2220 -4.5973 -0.01 0.01 -0.01
H 1.1489 0.1915 -4.3014 0.00 0.01 0.00
H -0.0854 1.9244 -5.4186 0.00 0.00 0.00
H 0.5921 3.7665 -4.0288 -0.01 0.00 -0.01
H 1.8367 2.5267 -4.2203 0.00 -0.01 -0.01
H 0.7611 3.4208 -1.7085 0.00 0.00 0.00
H 1.7564 1.9863 -1.9288 0.00 0.00 0.00
F -2.1485 0.6759 0.3401 -0.23 -0.07 -0.01
Sb -4.1017 1.4798 0.7981 0.14 -0.09 0.05
F -4.6729 0.5845 -0.7026 -0.07 -0.03 -0.08
F -4.2158 0.0192 1.9246 0.01 -0.06 0.06
F -5.5250 2.4029 1.4821 -0.05 -0.01 0.03
F -2.7565 2.1385 2.1724 0.01 -0.01 0.07
F -3.4505 2.9129 -0.1913 0.04 0.09 -0.04
```
Forces are in eV/Å.